No. 1
ORCA calculation (ωB97M-V/def2-TZVPD) on a structure of composition C25H26NNiO4Se2.

- HOMO (alpha / beta) (Eh) = -0.37626 / -0.37653
- charge = +1
- relative energy (zero: lowest compared OMol25 entry of this formula, charge and spin) (eV) = 0.4886
- spin multiplicity = 1
- maximum force (eV Å⁻¹) = 0.6
- HOMO-LUMO gap (alpha / beta) (eV) = 6.29 / 6.30
- E_tot (Ha) = -7634.9218

Cartesian coordinates (Å):
Ni  0.08  0.41  -0.05
O  -2.71  2.28  2.17
C  -1.59  1.87  1.62
O  -1.24  2.12  0.48
C  -0.71  1.07  2.55
C  -0.95  0.91  3.90
C  0.01  0.23  4.64
C  1.18  -0.20  4.01
C  1.34  0.02  2.65
N  0.37  0.59  1.93
C  2.63  -0.21  1.89
O  3.54  -1.02  2.44
O  2.86  0.39  0.89
H  -3.23  2.76  1.51
H  -1.84  1.31  4.36
H  -0.12  0.06  5.70
H  1.95  -0.65  4.61
H  3.21  -1.49  3.21
C  -0.97  -1.20  -2.98
Se  -0.23  0.49  -2.38
C  -1.74  1.68  -2.75
C  -3.13  1.09  -2.63
Se  -3.59  0.55  -0.82
C  -4.85  -0.86  -1.29
H  -1.40  -1.05  -3.96
H  -1.71  -1.55  -2.26
H  -0.14  -1.90  -3.04
H  -1.57  2.03  -3.77
H  -1.60  2.53  -2.08
H  -3.25  0.22  -3.27
H  -3.84  1.84  -2.97
H  -5.71  -0.45  -1.81
H  -5.17  -1.31  -0.35
H  -4.35  -1.61  -1.90
C  -2.28  -6.04  0.22
C  -1.34  -5.61  -0.72
C  -0.83  -4.33  -0.66
C  -1.24  -3.44  0.33
C  -2.20  -3.87  1.25
C  -2.71  -5.16  1.20
C  -0.79  -2.03  0.40
C  0.31  -1.44  -0.08
C  1.55  -2.11  -0.52
C  2.01  -3.23  0.18
C  3.18  -3.87  -0.20
C  3.93  -3.39  -1.27
C  3.50  -2.26  -1.95
C  2.33  -1.62  -1.57
H  -2.67  -7.04  0.17
H  -1.01  -6.29  -1.50
H  -0.10  -4.01  -1.40
H  -2.55  -3.19  2.02
H  -3.44  -5.48  1.93
H  -1.56  -1.38  0.82
H  1.44  -3.61  1.01
H  3.52  -4.74  0.35
H  4.84  -3.89  -1.56
H  4.08  -1.86  -2.77
H  2.05  -0.70  -2.07



No. 2
ORCA calculation (ωB97M-V/def2-TZVPD) on a cluster of 2 separate species, C7H13N2O4P in total.

- HOMO (alpha / beta) (Eh) = -0.25896 / -0.25894
- charge = 0
- relative energy (zero: lowest compared OMol25 entry of this formula, charge and spin) (eV) = 2.1779
- spin multiplicity = 1
- maximum force (eV Å⁻¹) = 3.8
- HOMO-LUMO gap (alpha / beta) (eV) = 7.35 / 7.35
- E_tot (Ha) = -1026.2516

Cartesian coordinates (Å):
C  -2.38  -2.12  0.12
C  -1.77  -0.17  1.12
C  -0.16  -2.21  0.78
C  -1.37  2.41  -1.24
C  2.62  -0.22  -1.26
C  -0.33  2.78  -0.18
C  1.63  0.72  -0.64
N  -2.62  -0.98  0.61
N  0.67  -2.99  1.56
O  1.01  -0.16  2.07
O  -1.22  -2.79  0.30
O  -0.45  2.17  0.85
O  0.46  -0.10  -0.59
P  0.04  -0.50  0.97
H  -3.16  -2.64  -0.34
H  -0.93  2.15  -2.22
H  -1.98  1.66  -0.75
H  -1.98  3.42  -1.37
H  3.41  0.44  -1.53
H  3.08  -1.05  -0.64
H  2.17  -0.60  -2.22
H  -2.15  0.55  1.85
H  0.37  3.58  -0.52
H  1.49  1.54  -1.32
H  1.87  1.20  0.37
H  1.21  -2.24  2.12
H  0.44  -3.85  2.08



No. 3
ORCA calculation (ωB97M-V/def2-TZVPD) on a cluster of 2 separate species, CH2N2O4 in total.

- HOMO (Eh) = -0.35785
- charge = 0
- relative energy (zero: lowest compared OMol25 entry of this formula, charge and spin) (eV) = 4.1997
- spin multiplicity = 1
- maximum force (eV Å⁻¹) = 4.5
- HOMO-LUMO gap (eV) = 8.33
- E_tot (Ha) = -449.5343

Cartesian coordinates (Å):
C  -0.42  -0.75  0.36
N  1.06  -0.41  -0.93
N  -1.37  0.41  0.42
O  -0.62  -1.77  0.88
O  -1.08  1.45  -0.13
O  -2.38  0.26  1.09
O  1.80  0.57  -0.39
H  1.42  -1.25  -0.55
H  1.60  1.48  -0.75



No. 4
ORCA calculation (ωB97M-V/def2-TZVPD) on a structure of composition C19H20AsCl2CrF6N3O2S4Sb.

- HOMO (alpha / beta) (Eh) = -0.30428 / -0.30617
- charge = 0
- <S²> = 0.7683
- relative energy (zero: lowest compared OMol25 entry of this formula, charge and spin) (eV) = 0.0000
- spin multiplicity = 2
- maximum force (eV Å⁻¹) = 1.3
- HOMO-LUMO gap (alpha / beta) (eV) = 6.47 / 6.68
- E_tot (Ha) = -7683.6462

Cartesian coordinates (Å):
Cr  -1.00  -0.13  -0.12
Cl  -1.61  -1.88  1.26
C  -0.31  -2.12  2.38
C  -0.10  -3.37  2.92
C  0.93  -3.52  3.84
C  1.68  -2.43  4.23
C  1.45  -1.19  3.67
Cl  2.38  0.17  4.18
C  0.46  -1.00  2.69
S  0.17  0.53  1.91
H  -0.71  -4.21  2.62
H  1.13  -4.50  4.26
H  2.46  -2.53  4.98
F  0.85  -1.32  -0.37
As  0.96  -2.80  -1.44
F  1.13  -3.74  0.00
F  2.67  -2.55  -1.50
F  1.08  -4.16  -2.49
F  0.71  -1.71  -2.78
F  -0.77  -3.04  -1.36
N  5.10  0.14  1.30
C  4.12  0.86  0.65
C  3.62  2.05  1.19
C  2.54  2.67  0.63
C  1.98  2.16  -0.54
C  2.57  1.07  -1.18
C  3.63  0.43  -0.59
S  0.36  2.58  -1.06
O  -0.34  1.28  -1.32
O  0.34  3.41  -2.22
N  -0.31  3.35  0.16
C  -1.22  3.19  1.05
S  -1.29  4.41  2.30
C  -2.76  3.73  2.94
C  -3.13  2.66  2.25
N  -2.27  2.30  1.20
H  5.18  0.30  2.28
H  5.21  -0.82  1.00
H  4.05  2.44  2.11
H  2.10  3.55  1.09
H  2.17  0.71  -2.12
H  4.06  -0.45  -1.07
H  -3.26  4.17  3.78
H  -3.99  2.03  2.42
S  -3.91  0.37  0.50
C  -2.43  1.07  0.51
C  -1.22  0.32  -4.29
Sb  -2.19  -0.46  -2.54
C  -3.85  0.89  -2.81
C  -3.10  -2.19  -3.42
H  -1.52  -0.28  -5.15
H  -0.14  0.30  -4.19
H  -1.55  1.35  -4.42
H  -4.08  0.91  -3.87
H  -3.54  1.88  -2.48
H  -4.72  0.57  -2.25
H  -3.73  -1.86  -4.24
H  -3.72  -2.71  -2.68
H  -2.33  -2.87  -3.78



No. 5
ORCA calculation (ωB97M-V/def2-TZVPD) on the molecule C24H31N3O6S.

- HOMO (Eh) = -0.32135
- charge = 0
- SMILES = CCOC(=O)N1CCN(C(=O)CN(Cc2ccccc2)S(=O)(=O)c2ccc(OC)c(C)c2)CC1
- relative energy (zero: lowest compared OMol25 entry of this formula, charge and spin) (eV) = 1.7822
- spin multiplicity = 1
- maximum force (eV Å⁻¹) = 1.1
- HOMO-LUMO gap (eV) = 9.34
- E_tot (Ha) = -1947.0677

Cartesian coordinates (Å):
C  4.25  4.60  0.92
C  3.44  3.94  -0.17
O  2.38  3.18  0.42
C  1.15  3.31  -0.11
O  0.90  3.95  -1.11
N  0.23  2.65  0.62
C  -1.17  2.71  0.27
C  -1.83  1.34  0.38
N  -1.52  0.72  1.66
C  -1.84  -0.55  1.98
O  -1.52  -1.03  3.06
C  -2.55  -1.39  0.93
N  -1.54  -2.05  0.13
C  -0.95  -3.26  0.69
C  -1.99  -4.31  1.01
C  -2.57  -5.05  -0.01
C  -3.55  -5.99  0.28
C  -3.95  -6.19  1.59
C  -3.38  -5.45  2.61
C  -2.40  -4.51  2.32
S  -1.55  -1.84  -1.52
O  -1.20  -3.08  -2.16
O  -2.77  -1.19  -1.90
C  -0.21  -0.69  -1.80
C  -0.36  0.28  -2.77
C  0.67  1.16  -3.04
C  1.87  1.05  -2.34
O  2.95  1.84  -2.56
C  2.84  2.89  -3.50
C  2.02  0.07  -1.34
C  3.31  -0.01  -0.58
C  0.97  -0.79  -1.08
C  -0.68  1.49  2.55
C  0.59  1.90  1.81
H  5.08  5.15  0.48
H  3.64  5.29  1.49
H  4.66  3.85  1.60
H  3.00  4.68  -0.85
H  4.06  3.24  -0.75
H  -1.23  3.07  -0.76
H  -1.69  3.43  0.91
H  -2.91  1.46  0.26
H  -1.47  0.70  -0.44
H  -3.17  -2.13  1.45
H  -3.18  -0.81  0.26
H  -0.40  -2.98  1.59
H  -0.27  -3.64  -0.07
H  -2.25  -4.88  -1.03
H  -3.99  -6.56  -0.52
H  -4.71  -6.92  1.82
H  -3.70  -5.60  3.63
H  -1.96  -3.92  3.12
H  -1.30  0.34  -3.30
H  0.54  1.91  -3.79
H  2.07  3.60  -3.20
H  2.63  2.50  -4.50
H  3.81  3.38  -3.50
H  3.33  -0.89  0.06
H  3.43  0.88  0.04
H  4.15  -0.05  -1.26
H  1.07  -1.55  -0.32
H  -1.21  2.36  2.92
H  -0.43  0.84  3.39
H  1.16  1.01  1.52
H  1.23  2.51  2.46



No. 6
ORCA calculation (ωB97M-V/def2-TZVPD) on the molecule C2H2O.

- HOMO (alpha / beta) (Eh) = -0.30725 / -0.31290
- charge = 0
- SMILES = C1=CO1
- relative energy (zero: lowest compared OMol25 entry of this formula, charge and spin) (eV) = 4.2237
- spin multiplicity = 1
- maximum force (eV Å⁻¹) = 5.2
- HOMO-LUMO gap (alpha / beta) (eV) = 8.18 / 8.51
- E_tot (Ha) = -152.4478

Cartesian coordinates (Å):
C  -0.16  -0.73  -0.04
C  -0.09  0.57  -0.01
O  1.12  0.02  -0.17
H  -0.29  -1.38  0.79
H  -0.59  1.53  -0.57



No. 7
ORCA calculation (ωB97M-V/def2-TZVPD) on a structure of composition C33H51AlFO26.

- HOMO (Eh) = -0.15547
- charge = -1
- spin multiplicity = 1
- maximum force (eV Å⁻¹) = 9.5
- HOMO-LUMO gap (eV) = 5.14
- E_tot (Ha) = -3586.5541

Cartesian coordinates (Å):
C  5.22  -1.30  1.91
C  4.79  -0.80  0.38
C  3.87  -2.02  -0.30
C  2.37  -1.86  0.36
Al  1.62  -3.60  1.19
C  2.97  -5.16  1.12
C  3.84  -5.08  2.54
O  3.33  -4.66  3.70
F  5.29  -5.49  2.58
O  -0.01  -3.96  0.29
C  -0.90  -2.75  0.30
C  -1.38  -2.32  1.81
C  -0.53  -1.09  2.49
H  6.25  -1.90  1.80
H  4.38  -2.03  2.30
H  5.32  -0.40  2.65
H  4.11  0.17  0.50
H  5.70  -0.55  -0.30
H  4.36  -3.08  -0.18
H  3.80  -1.75  -1.46
H  2.40  -1.04  1.21
H  1.66  -1.46  -0.51
H  1.23  -3.43  2.75
H  3.70  -5.13  0.21
H  2.47  -6.23  1.12
H  -1.88  -3.12  -0.26
H  -0.47  -1.87  -0.34
H  -1.42  -3.30  2.47
H  -2.51  -1.94  1.74
H  -0.42  -0.21  1.72
H  0.54  -1.37  2.86
H  -1.12  -0.71  3.45
C  -6.32  0.19  0.93
C  -6.73  -1.18  1.38
O  -5.90  -2.04  0.63
C  -4.79  -1.31  0.28
O  -3.79  -1.79  -0.22
O  -4.96  0.01  0.58
H  -6.42  0.94  1.72
H  -6.87  0.52  0.05
H  -6.54  -1.34  2.45
H  -7.79  -1.38  1.17
C  3.22  1.60  5.53
C  4.00  2.76  4.99
O  4.02  2.51  3.59
C  2.95  1.72  3.31
O  2.57  1.45  2.18
O  2.36  1.26  4.45
H  2.64  1.87  6.42
H  3.85  0.74  5.76
H  3.50  3.72  5.17
H  5.01  2.80  5.39
C  -7.90  2.46  -3.84
C  -6.94  2.43  -2.70
O  -7.52  1.49  -1.82
C  -8.32  0.67  -2.57
O  -8.83  -0.35  -2.16
O  -8.46  1.16  -3.84
H  -7.41  2.66  -4.80
H  -8.71  3.19  -3.70
H  -5.95  2.07  -3.00
H  -6.84  3.40  -2.22
C  1.37  -3.82  6.80
C  2.48  -3.17  6.05
O  2.17  -1.79  6.15
C  1.39  -1.64  7.26
O  1.09  -0.56  7.74
O  1.00  -2.84  7.76
H  1.68  -4.75  7.29
H  0.50  -4.04  6.16
H  3.46  -3.35  6.51
H  2.52  -3.48  5.00
C  -5.78  5.28  -7.27
C  -5.27  6.39  -6.40
O  -5.28  5.82  -5.11
C  -5.21  4.47  -5.27
O  -5.02  3.68  -4.36
O  -5.37  4.12  -6.58
H  -5.36  5.31  -8.27
H  -6.88  5.28  -7.34
H  -4.25  6.68  -6.66
H  -5.92  7.28  -6.44
C  6.95  0.20  -4.22
C  7.91  0.17  -3.07
O  7.33  -0.77  -2.19
C  6.54  -1.59  -2.94
O  6.02  -2.61  -2.53
O  6.40  -1.10  -4.21
H  7.45  0.40  -5.17
H  6.15  0.93  -4.07
H  8.90  -0.18  -3.37
H  8.01  1.15  -2.59
C  -7.51  6.56  -11.55
C  -7.45  8.00  -11.17
O  -6.43  8.03  -10.18
C  -5.64  6.94  -10.40
O  -4.57  6.74  -9.84
O  -6.20  6.10  -11.32
H  -7.79  6.42  -12.60
H  -8.21  5.99  -10.92
H  -7.14  8.64  -12.00
H  -8.39  8.37  -10.76
C  6.47  -5.49  7.81
C  7.58  -4.83  7.06
O  7.27  -3.46  7.16
C  6.49  -3.30  8.27
O  6.19  -2.23  8.75
O  6.10  -4.51  8.77
H  6.78  -6.41  8.31
H  5.60  -5.70  7.18
H  8.56  -5.01  7.52
H  7.62  -5.15  6.02



No. 8
ORCA calculation (ωB97M-V/def2-TZVPD) on a structure of composition C30H18F2FeN7O2.

- HOMO (alpha / beta) (Eh) = -0.19716 / -0.18953
- charge = -1
- relative energy (zero: lowest compared OMol25 entry of this formula, charge and spin) (eV) = 0.0000
- spin multiplicity = 1
- maximum force (eV Å⁻¹) = 1.1
- HOMO-LUMO gap (alpha / beta) (eV) = 7.56 / 7.35
- E_tot (Ha) = -3151.3797

Cartesian coordinates (Å):
Fe  -0.08  0.32  0.10
F  -0.51  2.88  4.83
C  -0.69  2.88  3.48
C  -0.26  1.80  2.75
C  -0.44  1.77  1.36
C  -1.09  2.88  0.77
C  -1.50  3.95  1.56
F  -2.14  5.02  1.01
C  -1.30  3.98  2.93
C  -1.38  2.74  -0.66
C  -1.77  3.76  -1.53
C  -2.00  3.49  -2.86
C  -1.85  2.19  -3.31
C  -1.44  1.23  -2.41
N  -1.20  1.48  -1.12
H  0.20  0.97  3.27
H  -1.63  4.82  3.53
H  -1.87  4.77  -1.15
H  -2.29  4.28  -3.54
H  -2.02  1.92  -4.34
H  -1.28  0.21  -2.72
O  -2.97  -2.60  1.05
C  -2.13  -1.93  0.44
O  -1.42  -1.00  0.92
C  -1.84  -2.33  -1.00
C  -2.66  -3.31  -1.61
C  -2.39  -3.70  -2.88
C  -1.30  -3.13  -3.57
C  -0.96  -3.46  -4.90
C  0.09  -2.85  -5.52
C  0.85  -1.86  -4.85
C  0.54  -1.53  -3.55
C  -0.53  -2.16  -2.88
N  -0.81  -1.77  -1.60
H  -3.48  -3.71  -1.02
H  -3.00  -4.45  -3.38
H  -1.55  -4.21  -5.41
H  0.34  -3.10  -6.54
H  1.67  -1.36  -5.34
H  1.11  -0.78  -3.02
N  0.25  -2.12  2.68
C  1.44  -1.54  2.37
C  2.63  -2.01  2.97
C  3.80  -1.32  2.78
C  3.78  -0.16  2.01
C  2.59  0.21  1.43
N  1.44  -0.48  1.54
H  0.25  -3.02  3.12
H  -0.57  -1.80  2.17
H  2.59  -2.89  3.60
H  4.71  -1.67  3.24
H  4.67  0.44  1.84
H  2.53  1.10  0.83
N  1.51  0.69  -1.14
C  2.39  0.87  -1.86
C  3.50  1.06  -2.69
C  3.28  1.08  -4.08
N  3.07  1.06  -5.22
C  4.79  1.19  -2.13
N  5.84  1.30  -1.66



No. 9
ORCA calculation (ωB97M-V/def2-TZVPD) on a structure of composition C6H7IrLiO6.

- HOMO (alpha / beta) (Eh) = -0.52947 / -0.62685
- charge = +2
- <S²> = 8.7589
- relative energy (zero: lowest compared OMol25 entry of this formula, charge and spin) (eV) = 3.6720
- spin multiplicity = 6
- maximum force (eV Å⁻¹) = 8.7
- HOMO-LUMO gap (alpha / beta) (eV) = 5.07 / 4.66
- E_tot (Ha) = -795.1590

Cartesian coordinates (Å):
O  4.57  -0.16  -0.45
C  3.44  0.18  -0.09
O  3.23  1.18  0.65
O  2.39  -0.60  -0.51
C  1.24  -0.49  0.18
C  0.78  -1.58  0.91
Ir  5.23  1.33  0.72
H  0.15  -1.50  1.81
H  1.51  -2.39  1.00
Li  1.51  1.54  1.38
C  -0.47  -1.09  -0.41
C  -1.36  0.06  0.02
O  -2.59  -0.03  -0.69
C  -3.41  1.00  -0.60
O  -3.33  1.91  0.19
O  -4.28  0.93  -1.61
H  -1.04  -2.02  -0.38
H  -0.25  -1.04  -1.49
H  -0.90  1.05  -0.17
H  -1.54  0.04  1.11
H  -4.88  1.69  -1.57



No. 10
ORCA calculation (ωB97M-V/def2-TZVPD) on the molecule O5S2.

- HOMO (Eh) = -0.43213
- charge = 0
- relative energy (zero: lowest compared OMol25 entry of this formula, charge and spin) (eV) = 2.2279
- spin multiplicity = 1
- maximum force (eV Å⁻¹) = 5.8
- HOMO-LUMO gap (eV) = 9.84
- E_tot (Ha) = -1172.4489

Cartesian coordinates (Å):
O  -1.31  -0.43  1.13
O  2.43  0.03  1.01
O  -0.14  1.27  -0.19
O  0.42  -0.71  -0.50
O  -1.81  -0.53  -1.26
S  -1.02  0.03  -0.21
S  1.43  0.34  0.01



No. 11
ORCA calculation (ωB97M-V/def2-TZVPD) on the molecule C19H17F2N5O3.

- HOMO (Eh) = -0.30939
- charge = 0
- SMILES = COc1cccc(C2=C[C@@H](c3cccc(OC)c3OC(F)F)n3nnnc3N2)c1
- relative energy (zero: lowest compared OMol25 entry of this formula, charge and spin) (eV) = 0.1033
- spin multiplicity = 1
- maximum force (eV Å⁻¹) = 1.8
- HOMO-LUMO gap (eV) = 8.96
- E_tot (Ha) = -1433.4077

Cartesian coordinates (Å):
C  -6.07  -1.57  -1.17
O  -4.81  -0.95  -1.35
C  -4.22  -0.36  -0.27
C  -4.76  -0.30  1.01
C  -4.05  0.33  2.02
C  -2.82  0.90  1.77
C  -2.27  0.85  0.49
C  -0.95  1.44  0.21
C  0.06  1.42  1.09
C  1.44  1.98  0.81
C  2.50  0.89  0.87
C  3.53  0.98  1.79
C  4.49  -0.02  1.84
C  4.43  -1.09  0.97
C  3.41  -1.19  0.03
O  3.29  -2.20  -0.86
C  4.24  -3.24  -0.86
C  2.44  -0.18  -0.01
O  1.38  -0.16  -0.93
C  0.71  -1.27  -1.28
F  1.27  -1.94  -2.31
F  0.59  -2.16  -0.27
N  1.41  2.60  -0.48
N  2.41  3.27  -1.08
N  2.00  3.63  -2.21
N  0.74  3.25  -2.44
C  0.38  2.60  -1.36
N  -0.80  2.01  -1.05
C  -2.98  0.22  -0.52
H  -6.01  -2.39  -0.45
H  -6.83  -0.85  -0.85
H  -6.33  -1.97  -2.15
H  -5.72  -0.74  1.23
H  -4.47  0.37  3.01
H  -2.29  1.40  2.57
H  -0.06  0.94  2.05
H  1.70  2.74  1.56
H  3.58  1.82  2.46
H  5.29  0.04  2.56
H  5.19  -1.85  1.02
H  5.24  -2.86  -1.08
H  3.93  -3.91  -1.66
H  4.24  -3.78  0.09
H  -0.30  -0.98  -1.60
H  -1.58  2.13  -1.67
H  -2.59  0.14  -1.52



No. 12
ORCA calculation (ωB97M-V/def2-TZVPD) on the molecule C5H7FN2.

- HOMO (Eh) = -0.31759
- charge = 0
- SMILES = C#C[C@@H](F)CNN=C
- relative energy (zero: lowest compared OMol25 entry of this formula, charge and spin) (eV) = 6.0829
- spin multiplicity = 1
- maximum force (eV Å⁻¹) = 7.8
- HOMO-LUMO gap (eV) = 9.50
- E_tot (Ha) = -403.8833

Cartesian coordinates (Å):
C  0.11  2.19  -0.25
C  0.69  1.08  -0.38
C  1.30  -0.18  -0.22
F  2.44  -0.11  0.48
C  0.33  -1.29  0.21
N  -0.89  -1.24  -0.39
N  -1.80  -0.31  -0.29
C  -2.33  0.34  0.66
H  -0.21  3.31  -0.14
H  1.59  -0.62  -1.13
H  0.20  -1.37  1.27
H  0.73  -2.37  -0.13
H  -0.96  -1.43  -1.50
H  -3.34  0.90  0.48
H  -1.72  0.63  1.54